No. 1
Below is a molecular structure, C4H4CuLiO2, with properties calculated with wB97M-V/def2-TZVPD.

Results
F_max   2.8 eV/Å
E_LUMO (alpha / beta)   -4.442 / -4.442 eV
Net charge   +1
2S+1   2
⟨S²⟩   0.75

```
12
C4H4CuLiO2 wB97M-V/def2-TZVPD
H -1.0821 1.2331 0.8761
C 1.7168 0.2810 -0.1684
C 0.4936 -0.2381 0.1321
C -0.7690 0.5439 -0.0723
C -1.8550 -0.4050 -0.3576
O -2.9462 -0.5638 0.1005
O 2.8547 -0.3228 -0.0926
Cu 4.4697 -1.7398 -0.7864
Li -4.3574 -0.1277 1.2550
H 1.7478 1.3477 -0.4697
H 0.4067 -1.2721 0.4795
H -0.6797 1.2636 -0.8961
```

***

No. 2
Below is 13 unconnected molecules or ions with the total composition C18H62N4O13, with properties calculated with wB97M-V/def2-TZVPD.

Results
F_max   6.6 eV/Å
E_LUMO   0.064 eV

```
97
C18H62N4O13 wB97M-V/def2-TZVPD
C 0.7104 0.0929 -0.4892
C -0.3556 -0.2531 0.5288
O -1.5526 0.4979 0.4338
H 1.3674 -0.7391 -0.6822
H 1.3044 0.9359 -0.2812
H 0.3204 0.1869 -1.4102
H -0.0256 -0.2831 1.5348
H -0.6376 -1.2641 0.3428
H -1.6476 0.4979 -0.5092
C -2.8556 -2.3281 -2.2542
C -1.5636 -3.0511 -2.1362
O -1.3646 -3.6511 -0.8562
H -3.0476 -1.7291 -1.3732
H -3.6606 -3.0901 -2.2012
H -2.9556 -1.7341 -3.1542
H -0.6526 -2.4261 -2.3652
H -1.6576 -3.8151 -2.8162
H -0.6126 -4.1131 -0.8982
C 1.5954 -2.6441 2.4468
C 1.9894 -3.7841 1.6468
O 3.3184 -3.7011 1.3848
H 1.8784 -1.7681 1.9318
H 2.0884 -2.5931 3.3708
H 0.5494 -2.6811 2.4468
H 1.4774 -3.7361 0.6848
H 1.6404 -4.6291 2.1278
H 3.6094 -4.4721 0.8838
C 4.1564 -0.2981 0.5918
C 4.8144 -0.9461 -0.5562
O 4.3484 -2.2951 -0.7362
H 4.2234 -1.0371 1.4568
H 3.1914 0.0249 0.4078
H 4.7204 0.6759 0.8628
H 5.8944 -1.0361 -0.3112
H 4.7484 -0.3751 -1.5052
H 4.2554 -2.6991 0.1098
C -6.1416 2.1799 -2.4902
C -5.7396 0.8639 -1.8872
O -4.4086 0.8209 -1.4092
H -6.9016 2.0279 -3.1552
H -5.2406 2.6459 -2.8532
H -6.5666 2.8099 -1.7042
H -6.1656 -0.0261 -2.3522
H -6.3056 0.8199 -0.9982
H -4.4376 0.4259 -0.5082
C -0.6936 -0.6351 4.2178
O -0.4466 0.6669 4.0558
N -1.8706 -1.1471 3.9978
N 0.0004 -1.4201 5.0978
H -2.5086 -0.4421 3.6308
H -2.0276 -2.1681 3.9258
H 0.8954 -1.1931 5.5178
H -0.1676 -2.3571 5.3378
C -1.6466 3.8489 2.4208
O -1.5906 5.1719 2.3678
N -0.9926 3.2019 3.3788
N -2.2216 3.0039 1.5828
H -0.3446 3.7479 3.9248
H -0.7396 2.2119 3.3628
H -2.8816 3.3659 0.8148
H -1.7936 2.1119 1.3468
C -2.9756 -2.6061 1.5958
O -3.6866 -3.3931 0.7198
H -3.3886 -2.6181 2.6408
H -2.9346 -1.5881 1.3268
H -1.9306 -2.9311 1.6468
H -3.0756 -3.5011 0.0498
C -1.6456 0.9429 -3.7472
O -1.9356 1.2409 -2.3842
H -2.2936 1.4869 -4.4182
H -1.7686 -0.0941 -3.9292
H -0.6456 1.2969 -4.0162
H -2.8776 0.9889 -2.2212
C 4.0074 2.4099 -1.2842
O 5.3834 2.1999 -0.9892
H 3.5314 2.9049 -0.3912
H 3.5574 1.5359 -1.6712
H 4.1704 3.2379 -2.0002
H 5.8414 1.6249 -1.6272
C 0.9104 3.4839 -1.4782
O 1.7244 4.4899 -1.8432
H -0.0606 3.3649 -1.9322
H 0.7914 3.4959 -0.4292
H 1.4244 2.6089 -1.7872
H 2.4934 4.4849 -1.2722
C 2.3354 -0.7781 -3.4642
O 2.3924 -1.9921 -2.6762
H 3.3184 -0.3911 -3.5112
H 1.7084 0.0269 -3.0832
H 2.1814 -1.1141 -4.4512
H 3.0394 -1.9841 -1.9532
C 1.7154 2.1679 2.0748
O 2.1284 3.4459 1.6868
H 2.3204 1.4419 1.5108
H 0.7084 2.0699 1.7718
H 1.8934 2.1379 3.1658
H 2.9644 3.6249 2.0878
```

***

No. 3
Below is a gas-phase ion, C2H8IN3 (charge +2), with properties calculated with wB97M-V/def2-TZVPD.

Results
F_max   3.4 eV/Å
E_LUMO   -10.070 eV
Net charge   +2
SMILES string   C=[NH+]C[NH2+]NI

```
14
C2H8IN3 wB97M-V/def2-TZVPD
C -0.7266 0.4721 -0.0372
C -1.1940 -1.9544 0.2745
N -0.7514 -0.8955 -0.3763
N 0.5775 1.0346 0.3138
N 1.6192 1.0844 -0.6916
I 3.2528 0.0098 0.0083
H -1.1548 1.0342 -0.9245
H -1.3600 0.6954 0.8022
H -1.1695 -2.8948 -0.2156
H -1.7202 -2.1304 1.2677
H -0.4064 -1.0666 -1.3288
H 0.3995 1.9676 0.7810
H 0.9954 0.6239 1.1257
H 1.6385 2.0198 -0.9992
```

***

Let's list energy relative to the best compared isomer or geometry (same formula, charge and spin) in order: 0.000, 2.220, 0.868 eV.